49
Properties=species:S:1:pos:R:3 method="wB97M-V/def2-TZVPD" e_lumo_ha=-0.15396 e_homo_ev=-12.08 total_charge=+1
C 3.1766 -2.9196 1.1499
C 2.4524 -1.7018 1.0255
P 1.6394 -0.0332 0.5381
C 2.4176 1.4880 1.4367
C 2.9326 2.5585 0.2638
C 2.8882 4.0745 0.8865
I 4.9183 1.8811 -0.3624
C -0.3002 -0.0861 0.7090
C -1.1805 -1.3342 0.0242
C -2.8066 -1.1095 0.2729
C -3.4986 0.1369 1.0558
N -2.6496 1.1959 1.6714
C -1.1796 1.0494 1.4762
H 3.8679 -3.8838 1.1208
H 1.8683 0.2043 -0.8938
H 3.3171 1.1654 2.1438
H 1.6607 2.0869 2.0999
H 2.1307 2.5239 -0.6199
H 3.8880 4.6764 0.7299
H 2.6481 4.0800 2.0532
H 2.0037 4.6531 0.3694
H -0.7054 -2.2230 -0.5694
H -3.5393 -1.9204 -0.1968
H -4.6834 0.2231 1.1508
H -0.5238 1.9215 1.9661
C -8.4869 0.4391 2.9870
C -8.1639 -0.6793 2.0091
C -8.4683 -2.0435 2.6072
O -6.7843 -0.6150 1.6571
H -7.8845 0.3494 3.8980
H -8.2513 1.4144 2.5477
H -9.5452 0.4267 3.2653
H -8.7433 -0.5429 1.0895
H -7.8652 -2.2214 3.5046
H -8.2193 -2.8393 1.8969
H -9.5260 -2.1304 2.8741
H -6.2620 -0.7351 2.4676
C 5.4775 -1.0536 -3.3582
C 6.1779 -0.8036 -4.6843
C 7.6663 -1.0985 -4.5891
O 5.9894 0.5557 -5.0690
H 5.8810 -0.4042 -2.5732
H 4.4092 -0.8254 -3.4383
H 5.5905 -2.0953 -3.0423
H 5.7276 -1.4297 -5.4622
H 8.1476 -0.4507 -3.8478
H 8.1595 -0.9023 -5.5472
H 7.8451 -2.1415 -4.3101
H 6.3861 1.1191 -4.3840

---

51
Properties=species:S:1:pos:R:3 method="wB97M-V/def2-TZVPD" e_lumo_ha=-0.13370 e_homo_ev=-11.18 total_charge=+1
C -2.5617 1.5901 1.9781
C -2.2860 0.6658 0.9493
C -1.0533 -0.3270 1.1496
C 0.1699 0.6090 1.4501
C 0.3345 1.7723 0.5609
C 1.4949 2.6407 0.8091
C 2.3779 2.2665 1.9074
N 2.2434 1.2121 2.7549
C 1.1712 0.4213 2.4899
C -1.4370 -1.2056 2.4107
O -1.1775 -2.6105 2.2705
C -2.0092 -3.0613 1.1973
C -1.7632 -2.3575 -0.1982
N -0.9438 -1.0984 -0.1444
C 0.4566 -1.3954 -0.6070
C 1.3009 -2.2985 0.3443
O 0.9972 -3.7049 0.1982
C 2.8315 -2.1374 -0.1197
N 3.7698 -1.9479 1.0124
H -3.4352 1.3950 2.6589
H -1.9209 2.4968 2.0865
H -2.9383 0.6200 0.0279
H -0.3918 1.9479 -0.2696
H 1.6459 3.5194 0.1469
H 3.2629 2.9325 2.0803
H 1.0326 -0.4661 3.1625
H -2.5536 -1.1064 2.5600
H -0.9707 -0.8681 3.3645
H -3.0951 -2.9890 1.4699
H -1.7805 -4.1544 1.0600
H -2.7737 -2.0589 -0.6011
H -1.3728 -3.1251 -0.9064
H -1.3455 -0.4778 -0.8667
H 1.0313 -0.4790 -0.9066
H 0.3470 -1.9783 -1.5692
H 1.2154 -2.0589 1.4325
H 1.6564 -4.1682 0.7430
H 2.9648 -1.3310 -0.8902
H 3.1252 -3.0978 -0.6360
H 3.2853 -1.8806 1.9054
H 4.3253 -1.1080 0.8355
C -0.5301 4.2656 -3.4393
S -1.5155 2.7593 -3.4627
O -1.5605 2.2340 -2.0596
C -0.3246 1.7624 -4.3739
H -1.0754 5.0233 -2.8779
H 0.4294 4.0754 -2.9561
H -0.3750 4.6142 -4.4608
H 0.6227 1.7262 -3.8331
H -0.1757 2.1888 -5.3663
H -0.7254 0.7536 -4.4716

---

53
Properties=species:S:1:pos:R:3 method="wB97M-V/def2-TZVPD" e_lumo_ha=0.16338 e_homo_ev=-0.17 total_charge=-2
Pd 1.3982 -0.2782 -1.3849
N 1.2929 2.4793 1.0699
C 0.0933 2.4182 1.9070
C 0.2019 1.2691 2.9059
C -0.1153 -0.0743 2.2537
C 0.3546 -1.2949 3.0256
N 1.8208 -1.2945 3.1560
H 1.1091 3.0053 0.2222
H 1.5249 1.5480 0.7170
H -0.8329 2.2840 1.3206
H -0.0016 3.3731 2.4392
H -0.4778 1.4440 3.7497
H 1.2194 1.2569 3.3050
H 0.3280 -0.1125 1.2512
H -1.1931 -0.1591 2.0815
H -0.0225 -2.1706 2.4893
H -0.0819 -1.2889 4.0355
H 2.2070 -1.2695 2.2084
H 2.1104 -2.1982 3.5154
O -1.0500 -3.4281 -1.7565
C -0.5892 -3.1306 -0.6325
O -0.9799 -2.2354 0.1519
C 0.5932 -3.9614 -0.1268
C 0.2729 -5.2896 0.1566
C 1.1655 -6.1724 0.7457
C 2.4410 -5.7118 1.0506
C 2.7890 -4.4095 0.7392
C 1.8998 -3.4968 0.1355
S 2.6191 -1.9295 -0.2563
H -0.7271 -5.6201 -0.1034
H 0.8720 -7.1944 0.9637
H 3.1706 -6.3674 1.5179
H 3.7933 -4.0568 0.9484
C -1.1193 4.4257 -1.4592
N -0.9257 3.6391 -2.6714
C 0.0566 4.2662 -3.5354
C -0.7106 2.2590 -2.3797
S 0.8118 1.5907 -2.5179
N -1.8303 1.6233 -1.9930
C -3.1476 2.2102 -2.1189
C -1.8157 0.2244 -1.5734
H -1.5450 5.3994 -1.7161
H -0.1658 4.5878 -0.9354
H -1.7968 3.9179 -0.7748
H 1.0341 4.3768 -3.0505
H -0.3224 5.2547 -3.8117
H 0.1962 3.6689 -4.4334
H -3.1080 3.1012 -2.7399
H -3.5642 2.4723 -1.1391
H -3.8158 1.4783 -2.5767
H -1.0288 0.0371 -0.8465
H -1.6320 -0.4534 -2.4088
H -2.7761 -0.0134 -1.1203

---

50
Properties=species:S:1:pos:R:3 method="wB97M-V/def2-TZVPD" smiles="CNC(=S)N1CCN(CCNC2=CC(=O)CC(C)(C)C2)CC1" e_lumo_ha=0.01763 e_homo_ev=-7.99 total_charge=0
C -6.7780 -0.3680 -1.6321
N -5.7904 -0.6697 -0.6244
C -4.8844 0.2571 -0.2179
N -4.0975 -0.0632 0.8482
C -3.6946 -1.4202 1.1566
C -2.3502 -1.7221 0.4802
N -1.3632 -0.7836 0.9705
C -1.7456 0.5776 0.6422
H -1.8496 0.7368 -0.4434
C -3.0923 0.8771 1.3010
H -3.0027 0.7713 2.3853
H -3.4178 1.8872 1.0532
H -0.9890 1.2615 1.0298
C 0.0085 -1.1226 0.6801
C 0.4296 -1.0661 -0.8105
N 1.7935 -1.4856 -0.9976
C 2.9134 -0.7457 -0.7729
C 4.1261 -1.3499 -0.7208
C 5.3718 -0.6425 -0.5809
O 6.4506 -1.2050 -0.4984
C 5.2695 0.8740 -0.5736
C 3.9757 1.3794 0.0648
C 3.8937 2.9023 -0.0638
H 2.9682 3.2755 0.3706
H 3.9293 3.2061 -1.1079
H 4.7266 3.3700 0.4553
C 3.9373 0.9983 1.5466
H 4.7863 1.4331 2.0682
H 3.9809 -0.0811 1.6690
H 3.0255 1.3663 2.0142
C 2.7869 0.7449 -0.6716
H 2.7332 1.1526 -1.6870
H 1.8654 1.0207 -0.1575
H 5.3163 1.2018 -1.6167
H 6.1438 1.2792 -0.0616
H 4.1953 -2.4275 -0.7833
H 1.9421 -2.4842 -0.9771
H -0.2067 -1.7366 -1.3941
H 0.3018 -0.0552 -1.2007
H 0.6452 -0.4426 1.2536
H 0.1861 -2.1358 1.0542
H -2.4924 -1.6560 -0.6134
H -2.0327 -2.7357 0.7338
H -3.5751 -1.4967 2.2413
H -4.4363 -2.1473 0.8295
S -4.7720 1.7195 -0.9888
H -6.0615 -1.3785 0.0406
H -7.6025 0.2306 -1.2328
H -6.3002 0.2006 -2.4282
H -7.1678 -1.3022 -2.0320

---

55
Properties=species:S:1:pos:R:3 method="wB97M-V/def2-TZVPD" e_lumo_ha=0.07835 e_homo_ev=-5.50 total_charge=-1
O 2.6235 0.4539 -1.2803
C 2.1031 0.4256 -2.3766
C 2.6891 1.2146 -3.5566
S 4.3274 0.6292 -4.0576
O 4.4133 0.9526 -5.4683
O 4.2879 -0.7982 -3.8267
N 5.4127 1.3677 -3.1322
S 6.9305 1.3230 -3.6830
O 7.8558 1.2652 -2.5819
O 7.2425 2.4474 -4.5333
S 7.3810 -0.4000 -4.7984
C 0.8366 -0.3630 -2.6460
C 0.6756 -1.6118 -2.1083
C -0.5302 -2.2951 -2.3995
C -1.4926 -1.7374 -3.1908
C -1.3270 -0.4568 -3.7059
C -0.1619 0.1918 -3.4324
H 2.0765 1.0389 -4.4457
H 2.6730 2.2988 -3.3996
H 6.6955 -0.1831 -5.9403
H 1.4308 -2.0568 -1.4705
H -0.7124 -3.2927 -2.0104
H -2.3988 -2.2893 -3.4260
H -2.1080 -0.0033 -4.3072
H -0.0194 1.1817 -3.8635
C -1.1618 -3.5875 3.2193
C -0.2579 -3.4214 2.0081
O -0.5319 -2.2592 1.2522
C -0.3621 -1.0276 1.9293
C 1.0647 -0.7808 2.3902
H -2.2104 -3.4962 2.9307
H -1.0043 -4.5640 3.6800
H -0.9621 -2.8268 3.9766
H -0.4161 -4.2624 1.3308
H 0.7976 -3.4495 2.3009
H -1.0659 -0.9511 2.7659
H -0.6379 -0.2489 1.2168
H 1.3539 -1.4695 3.1874
H 1.1699 0.2347 2.7742
H 1.7641 -0.9214 1.5649
C -2.4947 1.3064 4.0956
C -2.7379 1.9805 2.7554
O -3.9952 1.6625 2.1862
C -5.1304 2.0548 2.9319
C -5.2373 3.5575 3.1346
H -2.6809 0.2337 4.0250
H -1.4661 1.4669 4.4216
H -3.1549 1.7033 4.8697
H -1.9870 1.6339 2.0451
H -2.6151 3.0665 2.8324
H -5.1593 1.5283 3.8930
H -5.9948 1.7110 2.3622
H -4.4506 3.9307 3.7930
H -6.1970 3.8126 3.5862
H -5.1434 4.0804 2.1818

---

| no. | orbital gap (eV) | energy (eV) |
| --- | --- | --- |
| 1 | 7.89 | -40001.0833 |
| 2 | 7.54 | -38481.1426 |
| 3 | 4.61 | -52252.9859 |
| 4 | 8.47 | -35889.9179 |
| 5 | 7.64 | -65374.1542 |